[1]
Entry from OMol25: a structure of composition C21H33B2Br5CaCl2F9IKLiN2O9P in a non-equilibrium geometry (wB97M-V/def2-TZVPD).

Geometry as XYZ:
```
88
Properties=species:S:1:pos:R:3:forces:R:3
C 0.562508 -4.653901 4.784974 0.703 -0.523 1.049
C 0.632589 -3.576917 4.222374 -0.089 0.672 -1.266
C 0.498555 -2.270596 3.475139 -0.004 -1.664 1.272
B 1.961502 -1.605680 3.582213 0.674 0.652 0.642
O 2.167474 -0.705817 4.612739 0.055 -0.041 -0.969
O 2.970762 -1.954858 2.730309 -0.931 0.160 -0.172
C 3.780998 -0.904880 2.212187 0.318 0.108 -0.107
O -0.427268 -1.588471 4.239001 -0.256 0.310 -0.800
P -2.016097 -1.494448 3.560989 -0.982 -0.015 2.573
C -2.564217 -0.717907 5.200292 0.483 -0.108 -0.323
Br -2.597936 -3.615078 4.390623 0.361 -0.323 -0.139
I -1.234634 0.883378 2.781547 0.311 0.999 -0.735
C -3.833636 -1.246955 2.788885 0.545 -0.621 -0.884
F -4.715951 -2.151393 3.272381 -0.081 0.037 0.134
F -4.345437 -0.043839 3.127573 0.374 0.250 -0.096
C -3.966972 -1.404872 1.244720 -1.137 0.545 0.068
F -3.082352 -0.679183 0.547848 0.072 -0.209 -0.081
F -3.934587 -2.672680 0.860865 0.454 0.059 -0.009
F -5.194395 -0.933626 0.874141 0.259 -0.065 0.037
O -1.453816 -2.229508 2.140842 -0.025 -0.188 0.227
C -0.102167 -2.476880 2.036224 0.508 0.215 -1.046
C 0.400037 -1.521834 0.929169 0.230 0.140 -0.216
C -0.258394 -1.511317 -0.230780 0.148 -0.564 0.521
N 0.141359 -3.871704 1.560086 0.308 0.016 0.146
C 1.245542 -3.990024 1.003619 -0.290 -0.005 -0.089
O 2.263286 -4.093407 0.499597 0.320 -0.226 -0.231
H 0.541511 -5.635144 5.312216 -1.240 -0.341 -1.511
H 1.954595 0.196961 4.348498 -0.280 0.084 0.453
H 4.804102 -0.974603 2.579997 -0.032 -0.177 -0.062
H 3.757825 -0.992187 1.123615 0.198 -0.099 0.058
H 3.413955 0.094031 2.467269 -0.119 -0.134 0.151
H -1.763507 -0.903124 5.908349 -0.042 -0.148 -0.010
H -2.669921 0.360802 5.140316 -0.313 -0.045 -0.157
H -3.445948 -1.211581 5.603175 -0.101 0.066 -0.208
H 1.295045 -0.918332 1.054077 -0.590 0.578 0.600
H -0.791833 -2.418283 -0.503996 -0.821 0.518 0.108
H -0.326060 -0.635329 -0.861039 0.801 -0.624 -0.435
C -0.788624 1.044518 -5.126915 -0.197 0.129 0.296
C -0.381709 2.446555 -4.696784 -1.525 -0.439 1.315
N -1.244928 3.072829 -3.621416 -0.428 0.314 -0.197
C -2.624280 3.280513 -4.196656 0.105 -0.034 0.080
C -0.751209 4.490592 -3.297705 0.495 -0.165 -0.103
C 0.619233 4.621585 -2.642492 -0.372 0.128 0.250
C -1.438041 2.205808 -2.387815 0.157 -0.290 -0.026
C -0.211979 1.710852 -1.651982 0.193 -0.042 0.203
O 0.585313 0.856769 -2.459735 0.034 0.455 -0.119
C 1.989063 1.026144 -2.324006 -0.149 -0.336 -0.120
H -1.798496 1.026921 -5.570554 0.018 -0.047 0.074
H -0.091602 0.681041 -5.901971 0.094 -0.101 0.302
H -0.772652 0.320304 -4.317385 0.146 0.002 0.002
H -0.433338 3.133845 -5.573958 0.046 0.191 0.362
H 0.636098 2.455169 -4.350797 -4.835 -1.122 2.101
H -2.540219 3.889198 -5.095170 -0.030 -0.007 -0.005
H -3.229917 3.789121 -3.451477 -0.014 -0.011 -0.008
H -3.069208 2.318003 -4.428059 -0.040 0.020 0.008
H -1.506436 4.932441 -2.651820 -0.077 -0.029 -0.065
H -0.754848 5.018684 -4.252893 -0.125 -0.031 -0.016
H 0.559190 4.456511 -1.570609 0.111 -0.120 -0.017
H 0.985806 5.642432 -2.766333 -0.051 -0.030 -0.228
H 1.373194 3.962336 -3.059979 0.102 0.036 0.231
H -2.016814 1.346875 -2.726142 -0.056 0.018 0.057
H -2.059997 2.783267 -1.703567 0.006 0.004 0.013
H -0.577950 1.129055 -0.805664 -0.271 0.179 0.234
H 0.374221 2.519649 -1.224030 0.044 -0.001 -0.066
H 2.277490 1.581825 -1.432444 -0.071 0.020 0.019
H 2.350973 1.552550 -3.214024 0.404 -0.118 0.428
H 2.468864 0.049195 -2.308136 -0.063 -0.040 0.034
Li -0.293700 -5.479036 2.650915 -0.817 -1.005 0.500
Cl -1.089740 -7.553124 3.630945 0.500 0.918 -0.214
Ca -0.995154 2.047379 -7.664894 -0.155 0.112 -1.366
Br 1.412521 -5.588022 6.882936 0.594 0.566 0.725
C -2.029868 -2.369823 8.597158 0.009 -0.257 -0.137
O -1.273390 -2.261392 9.592322 -0.082 0.253 -0.083
O -2.132611 -3.665326 8.109028 0.230 0.502 0.433
O -2.662170 -1.480518 8.020496 0.056 -0.106 0.227
H -1.539890 -4.092833 8.749696 -0.132 -0.489 -0.305
B 2.411427 -6.262567 -2.463044 0.049 -0.049 0.078
F 2.212459 -7.104869 -3.569299 -0.030 0.076 0.005
F 3.277721 -5.201870 -2.823630 -0.034 0.082 -0.024
F 1.167962 -5.713112 -2.050369 -0.024 0.094 0.024
F 2.973822 -6.986393 -1.397571 -0.039 0.079 -0.030
K 2.001336 2.807498 -5.052543 6.842 1.816 -3.396
C 3.585032 7.626228 -5.081127 0.273 0.278 -0.220
Br 4.272017 5.837288 -4.770025 -0.249 -0.319 0.107
Br 2.242047 8.063193 -3.744416 -0.105 -0.001 0.026
Br 4.944365 8.954297 -5.185855 -0.631 0.166 0.363
H 3.079862 7.609504 -6.035938 -0.041 -0.087 0.031
Cl 6.931044 6.901482 -6.232129 0.345 -0.450 -0.278
```
Forces are in eV/Å.

Summary:
- charge = -1
- 2S+1 = 1
- calculated total energy (eV) = -497141.0395

[2]
Entry from OMol25: an isolated molecule of C4H6N4S2 in a non-equilibrium geometry (wB97M-V/def2-TZVPD).

Geometry as XYZ:
```
16
Properties=species:S:1:pos:R:3:forces:R:3
C 0.338693 1.665954 -2.167840 0.704 -0.259 1.200
S -1.346131 1.519900 -1.513961 0.090 -0.010 0.012
C -1.314273 0.614121 -0.029000 0.127 -0.176 0.095
S -2.572517 0.833227 1.005046 0.032 0.039 -0.076
N -0.289044 -0.288449 0.210044 0.039 -0.056 0.070
N 0.485977 -0.797338 -0.827680 0.281 -0.329 0.418
C 1.265566 -1.640852 -0.201517 0.142 -0.127 -0.536
N 1.087160 -1.757898 1.143807 -0.216 0.223 -0.081
C 0.103446 -0.918431 1.390806 0.324 -0.098 -0.464
N -0.380081 -0.653364 2.611549 -1.458 1.047 -0.520
H 1.066929 1.891824 -1.344968 -0.710 -0.290 -0.748
H 0.650291 0.781058 -2.710291 -0.041 0.033 0.045
H 0.295810 2.522339 -2.809142 -0.094 0.517 -0.425
H 2.008614 -2.241575 -0.746415 -0.496 0.433 0.332
H -0.058418 -1.253016 3.324724 0.325 -0.610 0.724
H -1.342021 -0.277502 2.664840 0.951 -0.337 -0.047
```
Forces are in eV/Å.

Summary:
- structure (SMILES) = CSC(=S)n1ncnc1N
- charge = 0
- 2S+1 = 1
- energy relative to the best compared isomer or geometry (same formula, charge and spin) (kJ/mol) = 0.0
- calculated total energy (eV) = -31875.9021

[3]
Entry from OMol25: an isolated molecule of C7H10 in a non-equilibrium geometry (wB97M-V/def2-TZVPD).

Geometry as XYZ:
```
17
Properties=species:S:1:pos:R:3:forces:R:3
C -2.805163 -1.606668 0.639500 1.304 -0.314 -0.458
C -2.408356 -0.388316 1.095970 -0.829 -1.155 -0.086
C -1.319236 0.459810 0.738627 4.422 0.506 -2.971
C -0.444970 0.286220 -0.345134 -2.912 0.412 2.407
C 0.914022 0.970741 -0.283011 -1.112 1.205 -0.667
C 1.930711 0.133467 -1.000512 2.719 0.884 0.360
C 3.281650 0.158566 -0.826719 -1.743 1.710 1.669
H -2.309805 -2.090396 -0.260705 -0.455 0.943 1.108
H -3.409774 -2.372110 1.166404 -0.094 1.283 -0.175
H -2.746497 0.114893 1.961320 -1.585 -0.641 1.276
H -0.921734 1.231556 1.485408 -0.971 -1.371 -0.708
H -0.899488 -0.301764 -1.219407 1.513 0.721 1.162
H 1.209809 1.332507 0.719045 -0.111 -1.158 0.059
H 0.730010 2.043121 -0.662018 0.692 -1.492 -0.729
H 1.581855 -0.528719 -1.745410 -0.670 -0.303 -1.046
H 4.000824 -0.184073 -1.567036 -0.193 -0.482 0.507
H 3.616136 0.741173 0.103670 0.025 -0.749 -1.708
```
Forces are in eV/Å.

Summary:
- structure (SMILES) = C=C/C=C/CC=C
- charge = 0
- 2S+1 = 1
- energy relative to the best compared isomer or geometry (same formula, charge and spin) (kJ/mol) = 342.7
- calculated total energy (eV) = -7417.4828

[4]
Entry from OMol25: a structure of composition C11H13Cr2F7MgN3O18P2S2 in a non-equilibrium geometry (wB97M-V/def2-TZVPD).

Geometry as XYZ:
```
59
Properties=species:S:1:pos:R:3:forces:R:3
Cr 5.554943 -23.350950 1.496175 2.728 -3.386 -1.517
Cr 4.662520 -22.561392 -2.154624 3.768 0.443 1.540
Mg 4.219417 -25.431803 -0.408112 0.342 0.227 -0.344
O 4.468318 -24.507286 -2.054736 -1.337 -0.233 -0.726
H 4.798714 -25.200739 -2.628209 0.443 0.586 -0.743
C 3.979565 -18.294641 -2.581608 1.833 0.611 -0.566
F 2.792757 -18.769464 -2.956498 0.110 -0.155 0.395
F 4.115630 -17.076402 -3.147244 -0.130 -0.362 -0.032
F 4.058529 -18.092897 -1.260372 -0.673 -0.441 -0.090
S 5.439105 -19.382603 -3.143615 0.640 0.543 -1.973
O 5.158504 -19.636018 -4.546521 -0.412 0.117 1.186
O 6.652258 -18.637167 -2.884839 -1.196 -0.222 0.480
O 5.315533 -20.573415 -2.278960 -0.808 -0.498 0.243
C 8.562058 -24.143508 -3.957856 -0.901 0.630 -1.084
F 7.770929 -25.180648 -3.631927 0.499 0.096 0.396
F 9.795948 -24.290991 -3.494058 -0.361 -0.150 0.588
F 8.668721 -24.171949 -5.302094 -0.025 0.080 0.196
S 7.723001 -22.479770 -3.470840 1.955 2.094 -0.855
O 6.700957 -22.831816 -2.488086 -1.426 -1.151 0.028
O 8.786325 -21.722027 -2.819812 -0.438 -0.967 -0.498
O 7.236565 -21.913985 -4.715762 0.068 -1.124 0.991
P 5.969823 -26.040093 1.427321 0.324 -0.781 -0.753
O 4.612995 -26.630926 0.897129 -0.270 -2.115 2.021
O 6.008459 -24.966688 0.266350 2.225 2.354 -0.581
O 7.116286 -26.979495 1.587138 -1.128 0.820 0.210
O 5.794791 -24.915111 2.525931 -0.542 -0.292 1.599
P 3.642773 -22.330200 0.302395 6.446 0.216 -2.169
O 3.857560 -23.837604 0.535994 -7.227 -2.175 4.581
O 5.104996 -22.552121 -0.271154 6.276 1.425 -8.124
O 4.606005 -21.615618 1.310219 -5.074 3.018 5.225
O 3.239055 -21.839044 -1.082883 -4.991 0.881 0.329
C 5.539418 -18.507762 1.816853 2.784 0.569 -0.250
C 5.280404 -18.961638 3.241511 -1.100 0.739 -2.446
O 3.869350 -19.086219 3.169147 0.333 -0.771 0.532
C 3.355191 -18.434865 2.058445 0.213 0.739 1.875
O 2.187215 -18.280621 1.934547 0.126 -0.185 -0.815
O 4.370035 -17.864713 1.393675 -0.829 -0.709 -0.579
F 5.579176 -17.955671 4.124459 0.158 -0.511 0.403
H 5.925886 -19.311188 1.181749 -1.066 -0.350 -0.146
H 6.373972 -17.805888 1.727054 -0.288 0.348 0.468
H 5.810761 -19.899130 3.394614 -0.326 0.092 0.873
C 0.811307 -19.753664 -1.142498 -0.629 -0.638 0.128
C 0.216456 -20.578205 -0.080644 0.036 0.758 -0.248
N -0.281159 -21.258309 0.695624 -0.009 -0.279 0.280
H 0.605760 -20.337884 -2.040894 0.606 0.141 -0.215
H 1.865738 -19.613686 -0.943790 0.038 -0.064 -0.212
H 0.318238 -18.795884 -1.290164 -0.062 0.030 0.428
C 5.475754 -21.414629 6.048921 -0.451 -0.404 -0.393
C 5.817035 -21.968437 4.745430 0.622 -0.489 0.282
N 6.156190 -22.389884 3.734753 -0.583 0.252 0.175
H 4.751349 -22.068641 6.534597 -0.228 0.144 -0.164
H 5.031153 -20.448928 5.805438 0.073 0.168 0.692
H 6.331255 -21.396209 6.718652 0.178 0.422 -0.245
C 9.610251 -21.646307 0.117591 0.490 -0.380 -0.563
C 8.511473 -22.195790 0.888688 0.941 1.005 -0.557
N 7.589115 -22.598452 1.412004 -1.195 -0.605 0.279
H 9.703092 -22.305750 -0.749176 0.105 0.116 -0.048
H 10.568061 -21.613449 0.633823 -0.203 -0.194 0.326
H 9.421108 -20.658483 -0.298613 -0.455 -0.033 0.183
```
Forces are in eV/Å.

Summary:
- charge = -1
- 2S+1 = 7
- energy relative to the best compared isomer or geometry (same formula, charge and spin) (kJ/mol) = 137.0
- calculated total energy (eV) = -174510.6124

Question: What is the formula in the second record?
Answer: C4H6N4S2